{"formula": "C41H93N2O12P2", "method": "the ωB97M-V functional and the def2-TZVPD basis", "homo_energy_ev": -10.402, "gap_ev": 5.644, "total_charge": 1, "mol_weight_g_mol": 868.14, "energy_ev": -90138.5622, "largest_force_ha_per_bohr": 0.13659, "species": ["C", "C", "C", "C", "C", "C", "N", "N", "C", "P", "O", "O", "O", "C", "P", "C", "O", "C", "C", "C", "C", "C", "C", "C", "C", "H", "H", "H", "H", "H", "H", "H", "H", "H", "H", "H", "H", "H", "H", "H", "H", "H", "H", "H", "H", "H", "H", "H", "H", "H", "H", "H", "H", "H", "C", "C", "C", "O", "H", "H", "H", "H", "H", "H", "H", "H", "C", "C", "C", "O", "H", "H", "H", "H", "H", "H", "H", "H", "C", "C", "C", "O", "H", "H", "H", "H", "H", "H", "H", "H", "C", "C", "C", "O", "H", "H", "H", "H", "H", "H", "H", "H", "C", "C", "C", "O", "H", "H", "H", "H", "H", "H", "H", "H", "C", "C", "C", "O", "H", "H", "H", "H", "H", "H", "H", "H", "C", "C", "C", "O", "H", "H", "H", "H", "H", "H", "H", "H", "C", "C", "C", "O", "H", "H", "H", "H", "H", "H", "H", "H"], "coordinates": [[-0.6249, 2.6759, 1.2917], [-1.0142, 3.7442, 0.6151], [-1.5636, 5.1553, 0.0249], [-1.1561, 5.3226, -1.5297], [-1.9322, 4.2576, -2.5167], [-3.5602, 4.3569, -2.3379], [-4.0104, 5.6447, -1.9763], [-5.3341, 5.6112, -1.8063], [-6.2670, 4.5561, -1.9289], [-8.1072, 4.8945, -1.5322], [-8.4475, 3.9685, -0.3212], [-9.0256, 4.3331, -2.8550], [-8.2893, 6.5569, -1.1855], [-5.8824, 3.1218, -2.3721], [-7.1083, 1.6972, -2.5600], [-7.2573, 1.4416, -4.4644], [-6.5050, 0.2395, -1.8269], [-4.3278, 3.0426, -2.5926], [-3.6009, 1.6828, -3.0481], [-2.9097, 1.8107, -4.5376], [-1.4503, 1.0626, -4.5330], [-1.3425, 0.0715, -5.8054], [-0.9768, -1.4605, -5.4450], [-1.7823, -2.0732, -4.1820], [-0.7450, -2.2578, -2.9170], [-0.1710, 2.0143, 2.1301], [-2.6925, 5.2141, 0.2389], [-1.0552, 6.0118, 0.6287], [-1.2832, 6.4148, -1.8683], [-0.0141, 5.0916, -1.6060], [-1.5197, 3.2221, -2.2130], [-1.6605, 4.4247, -3.6384], [-5.7362, 6.5405, -1.5307], [-9.9454, 4.2078, -2.4803], [-7.7486, 6.7479, -0.3685], [-6.2423, 1.5976, -5.0058], [-7.7286, 0.4082, -4.7053], [-8.0464, 2.2317, -4.8063], [-7.1714, -0.4887, -1.9904], [-2.8327, 1.3858, -2.2477], [-4.4271, 0.8673, -3.1736], [-3.5849, 1.3607, -5.3529], [-2.8163, 2.9513, -4.7488], [-1.2598, 0.5308, -3.5160], [-0.6128, 1.8590, -4.6410], [-2.2751, 0.0774, -6.4938], [-0.4663, 0.4681, -6.4660], [0.1706, -1.5880, -5.3423], [-1.2703, -2.1076, -6.3719], [-2.1836, -3.1443, -4.4016], [-2.6678, -1.3962, -3.8846], [0.3391, -2.0344, -3.2267], [-0.7431, -3.3544, -2.5177], [-1.0333, -1.5122, -2.0798], [-1.7809, 7.3296, -5.6459], [-0.4449, 7.6663, -5.0021], [0.3762, 8.5938, -5.8835], [0.2857, 6.4633, -4.7701], [-1.6358, 6.8150, -6.6015], [-2.3560, 6.6525, -5.0064], [-2.3730, 8.2318, -5.8218], [-0.6138, 8.1377, -4.0292], [0.5966, 8.1234, -6.8475], [1.3383, 8.8179, -5.4140], [-0.1511, 9.5339, -6.0665], [0.4407, 6.0386, -5.6262], [2.1355, 3.5846, 5.5100], [1.6161, 3.6863, 4.0846], [2.0249, 5.0005, 3.4384], [0.1940, 3.5841, 4.0902], [1.7264, 4.3865, 6.1328], [1.8241, 2.6401, 5.9659], [3.2273, 3.6432, 5.5376], [2.0008, 2.8500, 3.4924], [1.6118, 5.8519, 3.9896], [1.6346, 5.0647, 2.4182], [3.1131, 5.1020, 3.4038], [-0.1565, 4.3211, 4.6124], [1.1158, -7.5342, -0.6972], [0.4195, -6.1874, -0.8128], [-1.0924, -6.3364, -0.7397], [0.7754, -5.5754, -2.0519], [0.8217, -8.1986, -1.5164], [2.2012, -7.4125, -0.7635], [0.8760, -8.0219, 0.2500], [0.7628, -5.5260, -0.0116], [-1.4644, -6.9586, -1.5604], [-1.5798, -5.3610, -0.8365], [-1.3987, -6.7881, 0.2062], [0.4754, -6.1539, -2.7676], [6.8744, -6.1982, -0.5551], [5.4246, -6.0457, -0.1220], [4.9265, -4.6264, -0.3431], [5.3060, -6.3785, 1.2590], [7.5270, -5.5373, 0.0252], [7.2226, -7.2203, -0.3792], [6.9960, -5.9650, -1.6167], [4.7980, -6.7467, -0.6818], [5.5108, -3.9108, 0.2440], [3.8882, -4.5287, -0.0167], [4.9894, -4.3460, -1.3987], [5.8579, -5.7620, 1.7619], [1.6708, -1.4896, 2.4264], [2.7668, -2.5388, 2.5299], [3.6871, -2.2640, 3.7087], [3.5296, -2.5470, 1.3257], [2.0974, -0.4926, 2.2720], [1.0240, -1.6931, 1.5679], [1.0562, -1.4700, 3.3307], [2.3175, -3.5305, 2.6377], [4.1839, -1.2940, 3.5990], [4.4766, -3.0194, 3.7636], [3.1332, -2.2677, 4.6515], [3.9319, -1.6727, 1.2210], [-2.3141, 6.9421, 7.4980], [-1.2190, 5.8899, 7.5703], [-0.2894, 6.1379, 8.7475], [-0.4644, 5.9073, 6.3590], [-1.8876, 7.9416, 7.3622], [-2.9677, 6.7581, 6.6403], [-2.9216, 6.9425, 8.4069], [-1.6687, 4.8967, 7.6598], [0.2077, 7.1094, 8.6553], [0.4997, 5.3810, 8.7803], [-0.8362, 6.1143, 9.6939], [-0.0617, 6.7832, 6.2704], [9.2425, -4.0040, 4.2255], [8.7327, -3.9368, 2.7947], [9.1441, -2.6376, 2.1205], [7.3099, -4.0410, 2.7934], [8.8282, -3.1879, 4.8269], [8.9293, -4.9377, 4.7015], [10.3336, -3.9432, 4.2590], [9.1221, -4.7859, 2.2253], [8.7264, -1.7737, 2.6485], [8.7609, -2.5978, 1.0966], [10.2323, -2.5357, 2.0908], [6.9551, -3.2933, 3.2953], [-0.8970, -11.1216, 1.5303], [-1.5929, -9.7747, 1.4139], [-3.1043, -9.9242, 1.4877], [-1.2373, -9.1632, 0.1751], [-1.1918, -11.7860, 0.7113], [0.1881, -11.0004, 1.4638], [-1.1370, -11.6093, 2.4790], [-1.2493, -9.1128, 2.2146], [-3.4761, -10.5470, 0.6672], [-3.5921, -8.9498, 1.3909], [-3.4106, -10.3761, 2.4351], [-1.5375, -9.7421, -0.5405]], "forces_ev_per_a": [[-1.66, 6.27, -2.69], [1.47, -4.42, 3.68], [0.98, -1.17, 0.41], [0.34, -0.38, -0.21], [-0.09, 0.79, 0.68], [2.01, -0.50, -0.30], [-0.70, -5.26, -0.99], [-2.58, -0.81, -0.03], [1.13, -1.44, -1.49], [-2.17, -3.25, 3.61], [1.31, 3.47, -3.60], [1.14, 2.29, 2.39], [1.39, -2.58, -0.67], [5.09, 2.95, 0.08], [-2.14, -1.00, 0.39], [0.46, 0.37, -0.50], [-0.25, 1.01, -1.58], [-2.67, 1.77, 0.94], [-1.18, 0.40, -0.73], [0.56, 0.66, 0.97], [-0.26, 0.51, -0.55], [1.16, -0.31, -0.40], [-0.65, -0.55, -0.91], [1.19, -0.57, 0.53], [-0.38, 0.00, 0.11], [-1.15, 1.37, -2.17], [1.76, -0.15, -0.46], [-0.83, -1.67, -0.99], [-0.04, -1.74, 0.49], [-2.13, 0.38, 0.04], [-1.10, 1.51, -0.53], [-0.45, -0.09, 2.06], [0.49, -1.16, -0.50], [1.16, 0.01, -0.42], [-1.04, -0.35, -0.77], [-1.89, -0.41, 0.63], [1.02, 1.69, 0.63], [1.60, -1.26, 0.64], [0.88, 1.30, 0.25], [-1.23, 0.45, -1.19], [1.51, 1.46, 0.80], [0.94, 0.66, 1.46], [0.01, -2.06, 0.07], [-0.47, 0.74, -1.88], [-1.48, -1.27, 0.29], [1.36, 0.16, 1.43], [-1.63, -0.72, 1.02], [-2.00, 0.25, 0.11], [0.61, 1.25, 1.49], [0.56, 2.09, 0.09], [1.33, -1.09, -0.50], [-1.69, -0.28, 0.40], [-0.11, 2.11, -0.59], [0.56, -1.37, -1.15], [-0.25, -0.02, 0.14], [0.05, -0.09, -0.72], [0.18, 0.23, 0.12], [-0.04, -0.25, 0.30], [0.07, 0.14, 0.00], [0.02, 0.10, 0.03], [0.02, -0.10, -0.03], [0.13, -0.20, 0.01], [-0.16, 0.01, 0.03], [-0.15, 0.00, 0.01], [0.07, -0.07, -0.03], [0.01, 0.17, 0.19], [0.16, -0.23, 0.19], [-0.18, 0.60, 0.48], [0.11, 0.05, -0.33], [-0.08, -0.22, -0.13], [0.04, 0.03, -0.17], [0.07, 0.05, -0.11], [-0.06, -0.01, 0.02], [-0.19, 0.01, -0.01], [0.07, -0.12, 0.11], [0.07, -0.09, 0.06], [-0.08, 0.04, 0.01], [0.09, -0.09, 0.07], [0.46, 0.06, 0.23], [-0.29, -0.67, -0.31], [-0.21, 0.42, 0.22], [0.09, 0.38, -0.17], [-0.16, 0.03, 0.11], [-0.09, 0.11, 0.04], [0.03, 0.02, -0.21], [0.07, 0.08, -0.24], [0.10, -0.11, 0.13], [0.11, 0.01, 0.03], [0.00, 0.02, -0.21], [0.09, 0.07, 0.25], [0.15, -0.30, -0.15], [0.43, 0.58, 0.23], [-0.26, -0.06, -0.17], [-0.16, -0.26, 0.08], [-0.14, 0.10, -0.05], [-0.08, 0.07, -0.07], [0.03, 0.00, 0.07], [0.01, -0.04, 0.21], [0.04, -0.14, -0.05], [0.17, -0.03, -0.11], [-0.01, -0.01, 0.04], [-0.04, 0.01, -0.09], [-0.34, -0.06, -0.06], [0.24, 0.66, 0.03], [0.13, -0.21, 0.20], [-0.08, -0.01, 0.00], [0.08, -0.05, 0.12], [0.05, -0.06, 0.11], [0.03, 0.05, -0.06], [0.15, 0.03, -0.20], [-0.16, 0.04, -0.01], [-0.17, -0.03, 0.00], [0.09, 0.03, -0.04], [-0.12, -0.20, 0.05], [-0.29, -0.06, -0.13], [0.07, 0.61, 0.30], [0.16, -0.24, 0.13], [0.12, -0.21, -0.41], [0.06, -0.07, 0.14], [0.04, -0.05, 0.12], [0.05, 0.04, -0.08], [0.15, 0.05, -0.21], [-0.16, 0.02, 0.00], [-0.14, 0.02, 0.02], [0.07, 0.03, -0.07], [-0.12, -0.20, 0.07], [0.08, -0.29, 0.14], [0.06, 0.56, 0.38], [0.06, 0.02, -0.33], [-0.28, -0.24, -0.17], [0.07, 0.06, -0.12], [0.08, 0.06, -0.11], [-0.09, 0.02, 0.03], [-0.25, 0.02, 0.02], [0.09, -0.09, 0.11], [0.08, -0.07, 0.08], [-0.09, 0.03, 0.01], [0.10, -0.19, -0.13], [0.29, -0.03, 0.17], [-0.30, -0.61, -0.36], [-0.20, 0.22, 0.16], [-0.07, -0.07, 0.04], [-0.13, 0.05, 0.08], [-0.11, 0.03, 0.07], [0.02, -0.01, -0.10], [0.05, 0.08, -0.22], [0.11, -0.08, 0.09], [0.08, -0.07, 0.08], [-0.01, 0.01, -0.10], [0.06, 0.09, 0.22]]}